Entry 1:
Molecular formula: C12H23AlBrCl5F5KNO8S2
Method: DFT, ωB97M-V/def2-TZVPD

Element x y z (Å)
C: 2.158 -2.311 4.040
C: 1.390 -1.029 4.395
N: 1.506 0.028 3.438
C: 0.791 -0.562 2.289
C: 1.754 -1.285 1.272
C: 1.442 -1.071 -0.218
C: 2.476 -1.873 -1.014
S: 4.108 -1.026 -1.102
H: 2.434 -2.929 4.895
H: 3.036 -1.973 3.435
H: 1.555 -2.881 3.337
H: 1.793 -0.708 5.370
H: 0.320 -1.255 4.529
H: 0.906 0.780 3.768
H: 0.358 0.259 1.715
H: 1.701 -2.350 1.506
H: 2.782 -0.981 1.493
H: 0.428 -1.457 -0.516
H: 1.537 0.038 -0.404
H: 2.658 -2.835 -0.527
H: 2.102 -2.080 -2.026
H: 3.967 -0.065 -0.162
O: -0.818 0.151 6.571
H: -0.442 -0.672 6.898
H: -0.143 0.500 5.985
Al: 4.690 -2.841 3.230
C: 0.884 0.678 -3.330
O: -0.153 0.559 -2.351
H: 1.771 0.185 -2.963
H: 0.580 0.219 -4.252
H: 1.100 1.743 -3.495
H: -0.935 1.011 -2.711
Br: 0.694 -2.084 -3.895
C: -4.322 0.405 -1.774
Cl: -5.996 0.452 -2.208
Cl: -3.471 1.767 -2.571
Cl: -4.147 0.548 -0.010
Cl: -3.602 -1.131 -2.312
C: -6.591 -0.464 3.812
F: -6.889 -0.072 5.068
F: -5.584 0.333 3.404
F: -6.066 -1.706 3.922
S: -8.055 -0.409 2.685
O: -8.465 0.971 2.708
O: -9.022 -1.314 3.286
O: -7.551 -0.857 1.410
Cl: -0.573 -1.648 2.878
K: -1.290 1.029 -0.597
C: 3.489 2.430 -6.654
C: 4.711 3.252 -6.326
O: 4.447 3.684 -5.005
C: 3.657 2.722 -4.434
O: 3.459 2.616 -3.274
O: 3.136 1.900 -5.376
F: 4.815 4.338 -7.134
H: 2.670 3.042 -7.034
H: 3.694 1.633 -7.365
H: 5.649 2.695 -6.347
F: -6.533 1.903 0.046

## Properties
net charge	-1
orbital gap	1.158	eV
F_max	4.0	eV/Å
HOMO energy	-3.48	eV

Here is what Mulliken gives for the atomic charges, in e: atom 1 (C): -1.247, atom 2 (C): -0.819, atom 3 (N): -0.482, atom 4 (C): -0.020, atom 5 (C): -0.211, atom 6 (C): -0.508, atom 7 (C): -0.311, atom 8 (S): -0.247, atom 9 (H): 0.547, atom 10 (H): 0.379, atom 11 (H): 0.415, atom 12 (H): 0.551, atom 13 (H): 0.556, atom 14 (H): 0.315, atom 15 (H): 0.346, atom 16 (H): 0.315, atom 17 (H): -0.005, atom 18 (H): 0.193, atom 19 (H): 0.347, atom 20 (H): 0.442, atom 21 (H): -0.196, atom 22 (H): 0.093, atom 23 (O): -0.606, atom 24 (H): 0.316, atom 25 (H): 0.315, atom 26 (Al): 0.512, atom 27 (C): -1.154, atom 28 (O): -0.349, atom 29 (H): 0.266, atom 30 (H): 0.501, atom 31 (H): 0.321, atom 32 (H): 0.262, atom 33 (Br): -0.812, atom 34 (C): 0.181, atom 35 (Cl): 0.014, atom 36 (Cl): -0.173, atom 37 (Cl): -0.053, atom 38 (Cl): -0.049, atom 39 (C): 0.519, atom 40 (F): -0.257, atom 41 (F): -0.211, atom 42 (F): -0.246, atom 43 (S): 1.131, atom 44 (O): -0.641, atom 45 (O): -0.698, atom 46 (O): -0.594, atom 47 (Cl): -0.173, atom 48 (K): 1.050, atom 49 (C): -0.447, atom 50 (C): 0.300, atom 51 (O): -0.326, atom 52 (C): 0.625, atom 53 (O): -0.444, atom 54 (O): -0.254, atom 55 (F): -0.293, atom 56 (H): 0.297, atom 57 (H): 0.261, atom 58 (H): 0.277, atom 59 (F): -0.819

***

Entry 2:
Molecular formula: C12H23AlFO6S
Method: DFT, ωB97M-V/def2-TZVPD

Element x y z (Å)
C: -0.762 4.464 2.543
C: -1.061 2.960 2.361
C: -2.195 2.526 3.294
C: -1.343 2.628 0.887
Al: 0.317 2.286 -0.149
F: 0.784 0.632 0.137
S: 0.000 2.235 -2.436
H: -0.506 4.929 1.591
H: 0.069 4.652 3.229
H: -1.634 4.991 2.950
H: -0.170 2.414 2.706
H: -3.129 3.035 3.021
H: -1.988 2.768 4.343
H: -2.392 1.452 3.219
H: -1.975 1.729 0.817
H: -1.939 3.439 0.446
H: 1.529 3.293 0.256
H: 0.060 3.574 -2.609
C: -0.624 -1.090 -3.395
C: -1.831 -1.956 -3.622
C: -2.083 -2.323 -5.076
O: -3.505 -2.420 -5.146
C: -4.031 -1.688 -4.124
O: -5.193 -1.450 -4.011
O: -3.061 -1.275 -3.292
H: -0.425 -0.928 -2.337
H: 0.239 -1.600 -3.834
H: -0.742 -0.115 -3.865
H: -1.806 -2.859 -3.003
H: -1.653 -3.275 -5.378
H: -1.745 -1.524 -5.743
C: 1.844 -1.834 1.389
C: 3.011 -2.063 2.302
C: 4.361 -2.143 1.611
O: 5.088 -3.073 2.419
C: 4.194 -3.846 3.086
O: 4.491 -4.806 3.730
O: 2.947 -3.366 2.937
H: 0.915 -1.695 1.937
H: 1.995 -0.921 0.813
H: 1.739 -2.675 0.700
H: 3.042 -1.328 3.111
H: 4.904 -1.202 1.583
H: 4.262 -2.552 0.601

## Properties
net charge	-1
orbital gap	7.681	eV
F_max	0.4	eV/Å
HOMO energy	-5.09	eV

Here is what Mulliken gives for the atomic charges, in e: atom 1 (C): -1.404, atom 2 (C): 0.884, atom 3 (C): -1.729, atom 4 (C): -0.900, atom 5 (Al): 0.240, atom 6 (F): -0.329, atom 7 (S): -0.439, atom 8 (H): 0.351, atom 9 (H): 0.301, atom 10 (H): 0.349, atom 11 (H): 0.102, atom 12 (H): 0.347, atom 13 (H): 0.411, atom 14 (H): 0.397, atom 15 (H): 0.392, atom 16 (H): 0.395, atom 17 (H): -0.349, atom 18 (H): 0.028, atom 19 (C): -1.310, atom 20 (C): 0.514, atom 21 (C): -0.479, atom 22 (O): -0.340, atom 23 (C): 0.644, atom 24 (O): -0.552, atom 25 (O): -0.301, atom 26 (H): 0.290, atom 27 (H): 0.342, atom 28 (H): 0.290, atom 29 (H): 0.239, atom 30 (H): 0.300, atom 31 (H): 0.311, atom 32 (C): -1.419, atom 33 (C): 0.579, atom 34 (C): -0.433, atom 35 (O): -0.346, atom 36 (C): 0.649, atom 37 (O): -0.559, atom 38 (O): -0.362, atom 39 (H): 0.297, atom 40 (H): 0.438, atom 41 (H): 0.322, atom 42 (H): 0.238, atom 43 (H): 0.307, atom 44 (H): 0.293

***

Entry 3:
Molecular formula: C12H23AlN2O3P2
Method: DFT, ωB97M-V/def2-TZVPD

Element x y z (Å)
Al: -0.110 -0.830 -0.164
P: -0.852 -1.917 1.750
C: -2.479 -1.542 1.162
C: -2.771 -0.317 0.499
N: -1.674 0.362 -0.030
C: -1.707 1.682 -0.258
C: -2.909 2.363 -0.168
C: -4.078 1.626 0.034
C: -4.038 0.272 0.315
C: -0.406 2.390 -0.528
P: 1.038 1.363 -1.038
H: -4.915 -0.342 0.510
H: -2.893 3.441 -0.313
H: -5.029 2.130 -0.023
H: -0.565 3.153 -1.303
H: -0.099 2.952 0.368
H: -0.135 -2.560 -3.142
H: -3.262 -2.301 1.229
H: 4.767 0.060 -2.342
O: -0.019 -1.931 -2.420
H: 0.633 -1.293 -2.745
H: 1.596 -0.408 -0.475
O: 5.707 -0.115 -2.242
H: 5.765 -0.198 -1.257
C: 1.366 2.013 -2.707
H: 1.245 3.106 -2.708
H: 2.402 1.829 -3.025
H: 0.669 1.592 -3.435
C: 2.465 2.226 -0.251
H: 3.422 1.710 -0.425
H: 2.597 3.236 -0.674
H: 2.353 2.345 0.832
C: -1.029 -1.862 3.573
H: -1.551 -2.782 3.893
H: -0.055 -1.787 4.086
H: -1.660 -1.001 3.848
C: -0.341 -3.641 1.473
H: 0.623 -3.810 1.972
H: -1.088 -4.313 1.909
H: -0.208 -3.863 0.407
O: 3.001 -0.735 2.273
C: 2.419 -0.995 1.291
N: 1.804 -1.310 0.249

## Properties
net charge	+2
orbital gap (spin up / spin down)	5.397 / 5.398	eV
ΔE to the lowest compared entry with this formula, charge and spin	147.4	kcal/mol
F_max	3.2	eV/Å
HOMO energy (spin up / spin down)	-13.44 / -13.44	eV

Here is what Mulliken gives for the atomic charges, in e: atom 1 (Al): 0.396, atom 2 (P): 1.025, atom 3 (C): -1.284, atom 4 (C): 0.759, atom 5 (N): -0.064, atom 6 (C): 0.733, atom 7 (C): -0.787, atom 8 (C): -0.373, atom 9 (C): -0.997, atom 10 (C): -1.125, atom 11 (P): 0.959, atom 12 (H): 0.437, atom 13 (H): 0.472, atom 14 (H): 0.462, atom 15 (H): 0.572, atom 16 (H): 0.500, atom 17 (H): 0.351, atom 18 (H): 0.405, atom 19 (H): 0.277, atom 20 (O): -0.559, atom 21 (H): 0.277, atom 22 (H): 0.127, atom 23 (O): -0.588, atom 24 (H): 0.325, atom 25 (C): -1.473, atom 26 (H): 0.511, atom 27 (H): 0.395, atom 28 (H): 0.422, atom 29 (C): -1.410, atom 30 (H): 0.366, atom 31 (H): 0.428, atom 32 (H): 0.446, atom 33 (C): -1.150, atom 34 (H): 0.403, atom 35 (H): 0.393, atom 36 (H): 0.381, atom 37 (C): -1.278, atom 38 (H): 0.398, atom 39 (H): 0.440, atom 40 (H): 0.349, atom 41 (O): -0.326, atom 42 (C): 0.791, atom 43 (N): -0.386

***

Entry 4:
Molecular formula: C12H23BLaNO7PS
Method: DFT, ωB97M-V/def2-TZVPD

Element x y z (Å)
C: -1.348 2.105 0.396
C: -1.039 1.202 1.160
C: -0.677 0.151 2.041
C: 0.385 -0.856 1.539
P: 2.039 -0.112 2.058
N: 2.417 -0.369 3.549
O: 1.922 1.464 1.801
O: 3.095 -0.589 1.009
O: 0.116 -2.008 2.312
S: 1.020 -3.242 1.723
O: 0.195 -4.377 1.735
O: 2.291 -3.164 2.322
O: 1.111 -2.619 0.272
C: 0.266 -1.410 0.094
C: 0.910 -0.640 -1.060
C: -0.048 0.140 -1.967
C: 0.610 1.339 -2.653
C: 1.277 2.359 -1.714
C: 0.838 3.777 -1.977
B: -1.150 -2.110 -0.359
O: -1.011 -2.769 -1.536
C: -2.535 -2.025 0.374
C: -3.402 -0.851 -0.167
H: -1.352 2.960 -0.199
H: -1.580 -0.394 2.330
H: -0.316 0.633 2.964
H: 1.824 -0.972 4.108
H: 1.719 1.907 2.636
H: 4.001 -0.549 1.361
H: 1.360 -1.411 -1.679
H: 1.741 -0.032 -0.720
H: -0.375 -0.534 -2.755
H: -0.961 0.443 -1.448
H: 1.356 0.947 -3.340
H: -0.130 1.839 -3.299
H: 2.355 2.352 -1.874
H: 1.141 2.092 -0.668
H: 1.200 4.172 -2.922
H: 1.159 4.474 -1.207
H: -0.292 3.805 -2.044
H: -1.112 -3.726 -1.499
H: -2.484 -1.991 1.458
H: -3.063 -2.948 0.145
H: -3.603 -0.129 0.625
H: -4.359 -1.215 -0.522
H: -2.914 -0.324 -0.994
La: -2.653 3.449 -1.462

## Properties
net charge	+3
orbital gap	2.319	eV
F_max	4.0	eV/Å
HOMO energy	-16.96	eV

Here is what Mulliken gives for the atomic charges, in e: atom 1 (C): -1.774, atom 2 (C): 1.200, atom 3 (C): -2.183, atom 4 (C): 0.806, atom 5 (P): 1.253, atom 6 (N): -0.718, atom 7 (O): -0.593, atom 8 (O): -0.408, atom 9 (O): -0.384, atom 10 (S): 1.389, atom 11 (O): -0.592, atom 12 (O): -0.532, atom 13 (O): -0.456, atom 14 (C): 0.563, atom 15 (C): -1.911, atom 16 (C): 0.604, atom 17 (C): -0.961, atom 18 (C): 0.067, atom 19 (C): -0.825, atom 20 (B): 0.320, atom 21 (O): -0.710, atom 22 (C): -0.444, atom 23 (C): -0.769, atom 24 (H): 1.031, atom 25 (H): 0.618, atom 26 (H): 0.702, atom 27 (H): 0.329, atom 28 (H): 0.371, atom 29 (H): 0.473, atom 30 (H): 0.411, atom 31 (H): 0.694, atom 32 (H): 0.467, atom 33 (H): -0.762, atom 34 (H): 0.267, atom 35 (H): 0.571, atom 36 (H): 0.497, atom 37 (H): -0.094, atom 38 (H): 0.454, atom 39 (H): 0.402, atom 40 (H): -0.499, atom 41 (H): 0.380, atom 42 (H): 0.348, atom 43 (H): 0.558, atom 44 (H): 0.313, atom 45 (H): 0.361, atom 46 (H): 0.013, atom 47 (La): 2.154

***

Entry 5:
Molecular formula: C12H23F3HfNO5P2S
Method: DFT, ωB97M-V/def2-TZVPD

Element x y z (Å)
Hf: 0.256 -0.059 0.341
P: -0.980 -2.291 -0.268
C: 0.236 -2.797 -1.460
C: 0.754 -1.831 -2.352
N: 0.923 -0.482 -1.962
C: 1.221 0.591 -2.747
C: 1.280 0.339 -4.081
C: 1.111 -0.949 -4.540
C: 0.861 -2.016 -3.722
C: 1.405 1.944 -2.120
P: 1.642 1.997 -0.293
H: 0.719 -3.034 -4.048
H: 1.453 1.185 -4.703
H: 1.164 -1.131 -5.593
H: 2.273 2.437 -2.580
H: 0.530 2.570 -2.352
H: 1.879 -2.190 0.187
H: 0.626 -3.834 -1.459
H: 2.764 2.596 3.785
O: 1.967 -1.518 0.761
H: 2.917 -1.424 0.647
H: 1.487 -0.367 -1.008
O: 2.037 2.448 3.151
H: 1.501 1.724 3.505
C: 3.445 2.139 -0.143
H: 3.808 2.985 -0.747
H: 3.682 2.305 0.916
H: 3.940 1.220 -0.486
C: 1.030 3.629 0.195
H: 1.155 3.724 1.281
H: 1.600 4.416 -0.320
H: -0.035 3.722 -0.053
C: -2.451 -2.463 -1.303
H: -2.777 -3.508 -1.292
H: -3.236 -1.811 -0.919
H: -2.214 -2.182 -2.334
C: -1.092 -3.636 0.948
H: -1.616 -3.257 1.836
H: -1.655 -4.470 0.511
H: -0.090 -3.974 1.239
F: -2.997 0.528 4.229
C: -2.640 0.104 2.999
F: -2.229 -1.193 3.090
F: -3.721 0.142 2.186
S: -1.246 1.171 2.301
O: -1.184 2.501 2.823
O: 0.014 0.305 2.432
O: -1.456 1.048 0.783

## Properties
net charge	+3
orbital gap (spin up / spin down)	5.397 / 5.395	eV
ΔE to the lowest compared entry with this formula, charge and spin	96.6	kcal/mol
F_max	6.4	eV/Å
HOMO energy (spin up / spin down)	-17.48 / -17.48	eV

Here is what Mulliken gives for the atomic charges, in e: atom 1 (Hf): 1.310, atom 2 (P): 0.879, atom 3 (C): -1.778, atom 4 (C): 0.988, atom 5 (N): 0.503, atom 6 (C): 0.713, atom 7 (C): -0.784, atom 8 (C): -0.387, atom 9 (C): -0.948, atom 10 (C): -1.172, atom 11 (P): 0.794, atom 12 (H): 0.565, atom 13 (H): 0.614, atom 14 (H): 0.490, atom 15 (H): 0.612, atom 16 (H): 0.449, atom 17 (H): 0.334, atom 18 (H): 0.506, atom 19 (H): 0.301, atom 20 (O): -0.558, atom 21 (H): 0.343, atom 22 (H): -0.094, atom 23 (O): -0.514, atom 24 (H): 0.271, atom 25 (C): -1.241, atom 26 (H): 0.490, atom 27 (H): 0.362, atom 28 (H): 0.396, atom 29 (C): -1.272, atom 30 (H): 0.366, atom 31 (H): 0.493, atom 32 (H): 0.453, atom 33 (C): -1.233, atom 34 (H): 0.464, atom 35 (H): 0.408, atom 36 (H): 0.377, atom 37 (C): -1.182, atom 38 (H): 0.343, atom 39 (H): 0.476, atom 40 (H): 0.377, atom 41 (F): -0.137, atom 42 (C): 0.653, atom 43 (F): -0.167, atom 44 (F): -0.165, atom 45 (S): 0.997, atom 46 (O): -0.413, atom 47 (O): -0.670, atom 48 (O): -0.611

***

Total energy in eV, matching the order above: -221515.3367, -45257.9320, -47098.3871, -50263.4914, -63387.5477